(A)
ORCA calculation (ωB97M-V/def2-TZVPD) on a cluster of 2 separate species, C2H3ClFNO in total.

Last columns: bonded neighbours and bond lengths (Å).
Atoms and positions in Å:
1 Cl -0.10 -2.29 -0.24  N4 1.617
2 F 3.32 0.56 0.27  C6 1.412
3 O 1.34 1.39 -0.72  C6 1.185
4 N -0.38 -0.98 0.66  Cl1 1.617, C5 1.485
5 C -1.33 0.01 0.12  N4 1.485, H7 1.199, H8 1.068, H9 1.031
6 C 1.97 0.55 -0.17  F2 1.412, O3 1.185
7 H -2.11 0.37 0.96  C5 1.199
8 H -1.97 -0.39 -0.64  C5 1.068
9 H -0.74 0.77 -0.25  C5 1.031

Summary:
Gap between HOMO and LUMO (spin up / spin down), Eh: 0.337 / 0.288
Lowest unoccupied orbital energy (spin up / spin down), eV: -0.69 / -1.68
2S+1: 1
Net charge: 0


(B)
ORCA calculation (ωB97M-V/def2-TZVPD) on a cluster of 2 separate species, C2H3ClFNO in total.

Last columns: bonded neighbours and bond lengths (Å).
Atoms and positions in Å:
1 Cl -1.68 0.25 -1.00  N4 1.687
2 F 0.88 1.21 1.93  C5 1.299
3 O -1.31 1.33 1.67  C5 1.121
4 N -0.02 0.44 -0.77  Cl1 1.687, C6 1.386
5 C -0.26 1.27 1.31  F2 1.299, O3 1.121
6 C 0.47 -0.85 -0.76  N4 1.386, H7 1.153, H8 1.157, H9 1.108
7 H 1.44 -0.87 -0.14  C6 1.153
8 H -0.16 -1.76 -0.40  C6 1.157
9 H 0.63 -1.03 -1.84  C6 1.108

Summary:
Gap between HOMO and LUMO (spin up / spin down), Eh: 0.303 / 0.317
Lowest unoccupied orbital energy (spin up / spin down), eV: -0.78 / -0.64
2S+1: 1
Net charge: 0


What are the relative energies? In kJ/mol: (A) 47.0; (B) 0.0.


(A)
ORCA calculation (ωB97M-V/def2-TZVPD) on an isolated molecule of C2H4OS3.

Last columns: bonded neighbours and bond lengths (Å).
Atoms and positions in Å:
1 S -0.35 2.10 -0.38  S3 2.253, C5 1.822
2 S -2.63 -1.78 -0.30  S3 2.383
3 S -1.61 0.32 0.16  S1 2.253, S2 2.383, O4 1.396, C5 1.850
4 O -1.50 0.16 1.55  S3 1.396
5 C 0.08 0.34 -0.58  S1 1.822, S3 1.850, C6 1.511, H7 1.156
6 C 1.27 -0.23 0.16  C5 1.511, H8 1.090, H9 1.171, H10 1.061
7 H -0.06 0.12 -1.70  C5 1.156
8 H 1.27 -1.32 0.21  C6 1.090
9 H 2.31 0.12 -0.25  C6 1.171
10 H 1.22 0.18 1.14  C6 1.061

Summary:
Gap between HOMO and LUMO (spin up / spin down), Eh: 0.232 / 0.233
SMILES: C[C@@H]1S[S@@]1(=O)=S
Lowest unoccupied orbital energy (spin up / spin down), eV: -3.15 / -3.22
2S+1: 1
Net charge: 0


(B)
ORCA calculation (ωB97M-V/def2-TZVPD) on a cluster of 2 separate species, C2H4OS3 in total.

Last columns: bonded neighbours and bond lengths (Å).
Atoms and positions in Å:
1 S -2.88 0.20 0.08  S2 2.208, O4 1.495, H10 1.364
2 S -4.57 -1.22 -0.06  S1 2.208, H7 1.390
3 S 0.73 -0.98 -0.22  C5 1.567
4 O -3.28 1.54 -0.45  S1 1.495
5 C 2.20 -0.46 -0.30  S3 1.567, C6 1.295
6 C 3.46 -0.17 -0.38  C5 1.295, H8 1.157, H9 1.168
7 H -4.89 -0.35 0.98  S2 1.390
8 H 4.15 -0.80 -1.06  C6 1.157
9 H 3.96 0.54 0.41  C6 1.168
10 H -2.08 -0.28 -0.92  S1 1.364

Summary:
Gap between HOMO and LUMO, Eh: 0.310
Lowest unoccupied orbital energy, eV: -0.58
2S+1: 1
Net charge: 0


What are the relative energies? In kJ/mol: (A) 114.3; (B) 0.0.


(A)
ORCA calculation (ωB97M-V/def2-TZVPD) on the ion C5H8NO with charge +1.

Last columns: bonded neighbours and bond lengths (Å).
Atoms and positions in Å:
1 O -4.02 0.26 -0.18  C3 1.150
2 N 0.65 0.61 0.68  C5 1.503, C7 1.483, H10 1.028, H15 1.029
3 C -2.89 0.09 -0.05  O1 1.150, C6 1.283
4 C 0.15 -1.70 -0.12  C5 1.479, H8 1.091, H9 1.091, H13 1.086
5 C -0.40 -0.37 0.22  N2 1.503, C4 1.479, C6 1.310
6 C -1.63 0.08 0.16  C3 1.283, C5 1.310
7 C 1.31 1.31 -0.44  N2 1.483, H11 1.088, H12 1.089, H14 1.088
8 H 0.69 -2.13 0.73  C4 1.091
9 H 0.84 -1.64 -0.96  C4 1.091
10 H 1.36 0.11 1.24  N2 1.028
11 H 2.02 2.04 -0.07  C7 1.088
12 H 0.56 1.82 -1.04  C7 1.089
13 H -0.66 -2.38 -0.39  C4 1.086
14 H 1.84 0.59 -1.07  C7 1.088
15 H 0.19 1.31 1.28  N2 1.029

Summary:
Gap between HOMO and LUMO, Eh: 0.320
SMILES: C[NH2+]C(C)=C=C=O
Lowest unoccupied orbital energy, eV: -5.05
2S+1: 1
Net charge: +1


(B)
ORCA calculation (ωB97M-V/def2-TZVPD) on a cluster of 2 separate species, C5H8NO in total.

Last columns: bonded neighbours and bond lengths (Å).
Atoms and positions in Å:
1 O 2.46 0.20 1.44  C6 1.159
2 N 0.49 -0.42 -0.45  C4 1.158
3 C -1.98 -0.05 -0.22  C4 1.377, C5 1.626, H9 1.097, H14 1.070
4 C -0.61 -0.21 -0.15  N2 1.158, C3 1.377
5 C -2.36 1.06 0.90  C3 1.626, H8 1.049, H12 1.117, H13 1.116
6 C 2.34 -0.33 0.42  O1 1.159, C7 1.442
7 C 2.82 -0.80 -0.86  C6 1.442, H10 1.098, H11 1.071, H15 1.088
8 H -3.22 1.45 0.45  C5 1.049
9 H -2.58 -0.92 0.07  C3 1.097
10 H 2.42 -1.74 -1.26  C7 1.098
11 H 2.52 0.04 -1.46  C7 1.071
12 H -2.47 0.60 1.91  C5 1.117
13 H -1.59 1.83 1.13  C5 1.116
14 H -2.11 0.37 -1.19  C3 1.070
15 H 3.87 -1.07 -0.73  C7 1.088

Summary:
Gap between HOMO and LUMO, Eh: 0.413
Lowest unoccupied orbital energy, eV: -4.66
2S+1: 1
Net charge: +1


What are the relative energies? In kJ/mol: (A) 0.0; (B) 30.2.